Entry i
Molecular formula: C3H3NO3
Method: DFT, ωB97M-V/def2-TZVPD

Values from the calculation:
Orbital gap (eV): 9.92
HOMO energy (eV): -9.10
Total charge: 0

Each line ends with the natural charge from an NBO analysis.
Geometry (Å):
N (-1.10395, 1.05917, -0.64759)  -0.783
C (-0.17928, 0.28183, -0.16684)  0.319
O (1.09404, 0.67731, -0.30714)  -0.523
C (1.95359, -0.26201, 0.25589)  0.653
O (3.13068, -0.10693, 0.23823)  -0.509
C (-1.79817, -1.05204, 0.46649)  0.397
O (-1.50498, -2.00648, 1.02526)  -0.520
H (-0.98651, 1.94837, -1.12514)  0.399
H (1.39857, -1.11005, 0.69063)  0.140
H (-2.00399, 0.57083, -0.42977)  0.427

***

Entry ii
Molecular formula: C3H3NO3
Method: DFT, ωB97M-V/def2-TZVPD

Values from the calculation:
Orbital gap (eV): 8.82
HOMO energy (eV): -9.25
Total charge: 0

Each line ends with the natural charge from an NBO analysis.
Geometry (Å):
C (-0.42024, 0.10111, 0.75051)  -0.292
C (0.69191, 1.21883, -0.41610)  0.730
O (-1.51491, -0.67811, 0.39817)  -0.697
N (1.19498, 0.45072, -1.38528)  -0.612
C (0.60886, -0.65681, -1.10087)  0.922
O (0.84465, 2.31410, -0.02305)  -0.498
O (0.45800, -1.80156, -1.24960)  -0.429
H (-1.26578, -1.61059, 0.37064)  0.476
H (0.23306, -0.36033, 1.49796)  0.185
H (-0.83052, 1.02263, 1.15762)  0.215

***

Energies relative to the most stable structure are entry i 0.0000; entry ii 0.0160, reported in hartree.

***

Entry i
Molecular formula: C5H2N2
Method: DFT, ωB97M-V/def2-TZVPD

Values from the calculation:
Orbital gap (spin up / spin down) (eV): 7.61 / 7.60
HOMO energy (spin up / spin down) (eV): -9.32 / -9.32
Total charge: 0

Each line ends with the natural charge from an NBO analysis.
Geometry (Å):
C (-0.89687, 0.44229, 0.51695)  -0.391
C (0.13005, -0.45010, -0.15880)  0.000
C (-1.33591, -0.70046, 1.10298)  0.268
C (-0.45279, -1.84211, 1.34806)  -0.074
C (-0.79722, -3.13885, 1.71960)  0.246
N (0.27384, -1.71343, 0.33028)  -0.305
N (-1.18912, -4.20332, 1.85171)  -0.265
H (-1.36113, 1.41102, 0.84580)  0.298
H (0.26955, -0.27320, -1.22822)  0.222

***

Entry ii
Molecular formula: C5H2N2
Method: DFT, ωB97M-V/def2-TZVPD

Values from the calculation:
Orbital gap (eV): 8.72
HOMO energy (eV): -9.60
Total charge: 0

Each line ends with the natural charge from an NBO analysis.
Geometry (Å):
C (-0.77113, 0.10687, 0.27070)  -0.260
C (-0.51214, 0.35633, -1.04990)  0.008
C (0.13634, -0.32803, 1.27506)  0.141
C (0.62002, -1.22972, 2.33102)  0.148
C (1.72162, -0.11191, -2.08206)  0.367
N (0.72777, 0.18840, -1.55710)  -0.569
N (1.27728, -0.12357, 1.81424)  -0.326
H (-1.81792, 0.38750, 0.55425)  0.253
H (-1.38184, 0.75413, -1.55620)  0.238

***

Energies relative to the most stable structure are entry i 0.0217; entry ii 0.0000, reported in hartree.

***

Entry i
Molecular formula: C2H10N2O2
Method: DFT, ωB97M-V/def2-TZVPD

Values from the calculation:
Orbital gap (eV): 9.52
HOMO energy (eV): -8.87
Total charge: 0

Each line ends with the natural charge from an NBO analysis.
Geometry (Å):
C (0.33982, 1.12254, 0.24929)  -0.416
N (-0.51546, 0.00645, 0.14110)  -0.620
C (0.01448, -1.24522, -0.08177)  0.315
N (-0.50419, -2.17156, -0.82386)  -0.785
H (0.53160, 1.27238, 1.32476)  0.197
H (0.03322, 1.78950, -0.46628)  0.224
H (1.21730, 0.80408, -0.16007)  0.198
H (-1.51003, 0.07562, -0.00731)  0.390
H (0.93334, -1.13923, 0.51566)  0.135
H (0.29064, -2.69030, -1.29460)  0.362
H (1.88107, 5.24555, 0.34376)  0.467
H (1.03419, 5.54203, -0.83175)  0.459
O (1.78185, 5.10977, -0.60866)  -0.926
H (-1.26119, -5.01992, 0.74916)  0.460
H (-2.12922, -3.92508, 0.29033)  0.478
O (-2.13741, -4.77660, 0.66024)  -0.938

***

Entry ii
Molecular formula: C2H10N2O2
Method: DFT, ωB97M-V/def2-TZVPD

Values from the calculation:
Orbital gap (eV): 7.40
HOMO energy (eV): -7.18
Total charge: 0

Each line ends with the natural charge from an NBO analysis.
Geometry (Å):
C (-1.38539, -0.22453, 0.40931)  -0.375
C (0.16803, 1.67240, 0.71302)  0.060
N (0.89974, 1.46941, -0.35063)  -0.706
O (-1.44583, -0.11592, -0.99895)  -0.763
H (-0.83148, -0.79259, -1.33677)  0.498
H (1.38494, 0.46902, -0.32978)  0.454
H (0.47404, 1.70159, -1.23975)  0.400
H (-0.14971, -0.45856, 0.62886)  0.288
H (-2.07028, 0.50498, 0.84036)  0.174
H (-0.64192, 2.39009, 0.69936)  0.202
H (0.56278, 1.34864, 1.66512)  0.202
N (1.23293, -1.07420, 0.14429)  -0.738
O (0.69678, -1.90435, -0.95295)  -0.670
H (1.44589, -2.02751, -1.54680)  0.463
H (1.38364, -1.74656, 0.89591)  0.326
H (-1.72417, -1.21192, 0.75940)  0.184

***

Energies relative to the most stable structure are entry i 0.0000; entry ii 0.1343, reported in hartree.

***

Entry i
Molecular formula: C2H10N2O2
Method: DFT, ωB97M-V/def2-TZVPD

Values from the calculation:
Orbital gap (eV): 8.20
HOMO energy (eV): -7.37
Total charge: 0

Each line ends with the natural charge from an NBO analysis.
Geometry (Å):
C (0.38088, -1.46104, -0.45936)  -0.124
C (-0.94126, -1.00692, -0.57548)  -0.087
N (-1.29213, 0.09692, -1.38858)  -0.835
N (0.89701, -2.56264, 0.20770)  -0.828
H (0.98002, -0.91796, -1.16134)  0.180
H (-1.81666, -1.72256, -0.33974)  0.186
H (-0.61131, 0.83969, -1.29977)  0.380
H (-2.25856, 0.46047, -1.27509)  0.385
H (0.37121, -3.48487, -0.01268)  0.371
H (1.90007, -2.71640, -0.00559)  0.379
H (0.93410, 3.01837, -0.57199)  0.459
H (0.26701, 2.34830, 0.41038)  0.472
O (0.03442, 3.06139, -0.26821)  -0.930
H (0.14744, 0.62988, 1.33156)  0.485
H (0.49461, 0.62283, 2.93442)  0.491
O (0.68060, 1.06237, 2.07633)  -0.983

***

Entry ii
Molecular formula: C2H10N2O2
Method: DFT, ωB97M-V/def2-TZVPD

Values from the calculation:
Orbital gap (eV): 10.40
HOMO energy (eV): -9.36
Total charge: 0

Each line ends with the natural charge from an NBO analysis.
Geometry (Å):
C (1.15909, -0.12063, -0.63783)  0.090
C (0.73482, 1.94615, 0.69790)  -0.253
N (1.03229, -1.49924, -0.41304)  -0.846
O (0.46868, 0.58350, 0.50840)  -0.608
H (1.38537, -1.73196, 0.51064)  0.359
H (0.04895, -1.77904, -0.44425)  0.398
H (2.21011, 0.19364, -0.60767)  0.165
H (0.68048, 0.16980, -1.58304)  0.176
H (0.28417, 2.55131, -0.10238)  0.166
H (1.81025, 2.15467, 0.73133)  0.168
H (0.29295, 2.23701, 1.65413)  0.195
N (-1.93278, -1.45251, -0.08241)  -0.556
O (-2.05945, -0.03635, -0.26326)  -0.622
H (-1.21482, 0.31914, 0.09784)  0.488
H (-2.43062, -1.67754, 0.78144)  0.337
H (-2.46951, -1.85795, -0.84780)  0.344

***

Entry iii
Molecular formula: C2H10N2O2
Method: DFT, ωB97M-V/def2-TZVPD

Values from the calculation:
Orbital gap (eV): 9.99
HOMO energy (eV): -9.34
Total charge: 0

Each line ends with the natural charge from an NBO analysis.
Geometry (Å):
N (-1.17927, -1.06064, -1.21085)  -0.872
C (-0.30949, -0.17534, -1.96486)  0.078
O (-0.07927, -0.64395, -3.26353)  -0.719
H (-2.00391, -0.59611, -0.86561)  0.359
H (-0.71739, -1.54281, -0.47297)  0.376
H (0.58299, -0.02114, -1.36551)  0.173
H (-0.78067, 0.81583, -2.01207)  0.133
H (-0.94293, -0.92584, -3.57849)  0.467
N (0.41299, 1.52596, 1.66273)  -0.834
C (0.42622, 0.09590, 1.99154)  0.091
O (1.04935, -0.66431, 0.97719)  -0.716
H (1.35782, 1.87032, 1.81936)  0.342
H (-0.11742, 1.99414, 2.39350)  0.357
H (-0.59316, -0.27841, 2.06265)  0.169
H (0.94721, -0.06917, 2.94511)  0.129
H (1.94692, -0.32444, 0.88179)  0.466

***

Energies relative to the most stable structure are entry i 0.0285; entry ii 0.0494; entry iii 0.0000, reported in hartree.

***

Entry i
Molecular formula: C5H12N4
Method: DFT, ωB97M-V/def2-TZVPD

Values from the calculation:
Orbital gap (spin up / spin down) (eV): 7.83 / 7.84
HOMO energy (spin up / spin down) (eV): -17.00 / -17.00
Total charge: +2

Each line ends with the natural charge from an NBO analysis.
Geometry (Å):
C (1.88116, 0.66220, -0.28285)  0.439
C (-0.18051, 1.54067, 0.35048)  0.380
C (-0.63830, 0.56449, 1.26690)  -0.497
C (0.11741, -1.23932, -0.07522)  0.635
C (-0.83852, -1.30440, -1.20123)  -0.736
N (1.47113, -0.62270, -0.30963)  -0.587
N (1.14326, 1.69500, 0.10820)  -0.538
N (-1.09598, 1.97551, -0.58101)  -0.738
N (-0.05604, -2.07197, 0.96859)  -0.662
H (2.98707, 0.82931, -0.30945)  0.290
H (0.03474, 0.18891, 2.04380)  0.236
H (-1.70521, 0.54012, 1.51318)  0.261
H (-0.74845, -0.50829, -1.87389)  0.267
H (-1.84422, -1.43097, -0.84530)  0.284
H (-0.86487, -2.18718, -1.74377)  0.313
H (2.12193, -1.27986, -0.63759)  0.459
H (1.60174, 2.60199, 0.23892)  0.481
H (-2.02933, 1.86337, -0.33465)  0.416
H (-0.94324, 2.80693, -1.13807)  0.431
H (-0.97296, -2.34049, 1.19400)  0.437
H (0.55919, -2.28331, 1.64860)  0.429

***

Entry ii
Molecular formula: C5H12N4
Method: DFT, ωB97M-V/def2-TZVPD

Values from the calculation:
Orbital gap (eV): 8.84
HOMO energy (eV): -19.63
Total charge: +2

Each line ends with the natural charge from an NBO analysis.
Geometry (Å):
C (0.00702, -0.44532, -1.00666)  0.574
C (-0.42203, -0.81789, 1.42848)  -0.580
C (1.90847, -0.36484, 0.64778)  -0.638
C (0.09093, 1.46486, 0.64218)  -0.603
C (0.42991, 0.00511, 0.35007)  -0.131
N (-3.12335, 1.21357, -1.26640)  -0.118
N (-1.17832, -0.02806, -1.59221)  -0.112
N (-2.19533, 0.53469, -1.38443)  0.497
N (0.78408, -1.22319, -1.73859)  -0.616
H (-0.12238, -0.44243, 2.33553)  0.249
H (-1.55633, -0.79704, 1.37997)  0.229
H (-0.07541, -1.82536, 1.47739)  0.238
H (2.13949, -0.48483, 1.70326)  0.290
H (2.35005, -1.30708, 0.30393)  0.232
H (2.49748, 0.40630, 0.27660)  0.250
H (0.47280, 1.65039, 1.66031)  0.281
H (-0.97944, 1.75817, 0.48317)  0.213
H (0.70954, 2.04992, -0.06124)  0.237
H (-3.94283, 1.54501, -1.73717)  0.520
H (1.61024, -1.39262, -1.09246)  0.476
H (0.59542, -1.49936, -2.80949)  0.512

***

Energies relative to the most stable structure are entry i 0.0000; entry ii 0.1519, reported in hartree.

***

Entry i
Molecular formula: C6H10Si
Method: DFT, ωB97M-V/def2-TZVPD

Values from the calculation:
Orbital gap (eV): 7.81
HOMO energy (eV): -8.68
Total charge: 0

Each line ends with the natural charge from an NBO analysis.
Geometry (Å):
C (5.47858, -0.23965, 0.69017)  -0.210
C (5.34554, -0.56574, 1.81527)  -0.224
C (-2.01931, -0.00767, -1.32682)  -0.181
C (-0.82991, 0.40170, -0.49817)  -0.449
C (-2.92681, 0.79216, -1.77202)  -0.390
C (-0.33071, -0.72926, 0.50931)  -0.940
Si (0.90732, -0.06691, 1.91384)  0.808
H (5.40025, 0.12267, -0.23850)  0.212
H (5.18539, -1.09278, 2.68769)  0.222
H (2.02324, 0.12443, 0.86653)  -0.293
H (-2.06894, -1.02173, -1.56784)  0.187
H (0.02560, 0.65302, -1.13414)  0.223
H (-1.27106, 1.11991, 0.19203)  0.205
H (-2.82848, 1.89974, -1.54553)  0.188
H (-3.85061, 0.44573, -2.30071)  0.208
H (-1.24025, -1.23669, 0.74735)  0.214
H (0.02009, -1.61926, -0.20281)  0.221

***

Entry ii
Molecular formula: C6H10Si
Method: DFT, ωB97M-V/def2-TZVPD

Values from the calculation:
Orbital gap (eV): 9.99
HOMO energy (eV): -9.02
Total charge: 0

Each line ends with the natural charge from an NBO analysis.
Geometry (Å):
C (-1.95909, -0.66653, -0.25712)  -0.183
C (-1.92486, 0.66167, -0.33330)  -0.187
C (2.56856, -0.10636, -0.97688)  -0.355
C (2.17917, -0.01817, 0.30664)  -0.586
C (-0.65736, -1.38582, 0.14177)  -0.866
C (-0.83735, 1.46847, 0.30930)  -0.862
Si (0.31883, 0.08493, 0.97877)  1.279
H (-2.80522, -1.15596, -0.60404)  0.200
H (-2.76408, 1.27698, -0.69829)  0.200
H (3.53998, -0.15371, -1.39215)  0.193
H (1.84298, -0.12509, -1.88012)  0.187
H (2.80202, 0.24105, 1.14483)  0.210
H (-1.02488, -2.21476, 0.79100)  0.233
H (0.04472, -1.81257, -0.62422)  0.240
H (-0.30974, 2.10108, -0.45015)  0.244
H (-1.20645, 1.96855, 1.18379)  0.240
H (0.19277, -0.16376, 2.36017)  -0.188

***

Energies relative to the most stable structure are entry i 0.1541; entry ii 0.0000, reported in hartree.